[1]
C13H27Cl2N2OP2Y | wB97M-V/def2-TZVPD

```
48
Properties=species:S:1:pos:R:3:forces:R:3:mulliken_charge:R:1
C -1.29768 1.57826 -3.63440 0.264 -0.025 -0.795 -1.003
C -0.75612 0.77957 -2.51631 -0.093 -2.190 0.463 0.601
H -1.44882 1.11508 -4.64707 0.191 -0.049 1.143 0.363
H -0.63055 2.43753 -3.72486 0.073 0.031 -0.112 0.308
H -2.21837 2.04051 -3.27332 -0.156 -0.150 0.094 0.291
O -0.57622 -0.37750 -2.16605 -0.450 2.514 -0.919 -0.438
Cl -1.04471 3.24591 -0.22742 -0.301 -0.029 -0.874 -0.395
Y -0.26636 0.96586 0.09882 0.285 0.288 1.288 0.145
P 2.40147 1.11508 -1.07201 1.306 0.672 -0.396 1.115
C 3.66838 -0.15788 -1.47833 -0.253 -0.340 0.078 -1.269
C 2.33091 1.99387 -2.67891 -0.289 0.016 0.003 -1.245
H 3.34400 2.30029 -2.97663 -0.334 -0.058 0.063 0.446
H 4.30167 2.60469 -0.57884 -0.369 -0.139 0.190 0.406
H 1.67955 2.87336 -2.58936 0.236 -0.121 -0.054 0.318
H 2.75983 3.16468 0.18346 0.280 -0.190 -0.029 0.385
H 3.31665 -0.75439 -2.33024 0.124 0.096 0.203 0.360
H 1.91671 1.32289 -3.44332 0.156 0.164 0.100 0.373
C 3.38803 2.29134 -0.04786 -0.328 -0.078 0.109 -1.141
H 4.63731 0.29858 -1.73253 -0.413 -0.012 0.090 0.400
H 3.65512 1.80788 0.90460 -0.020 0.226 -0.264 0.360
H 3.81624 -0.83973 -0.63248 0.130 0.067 -0.261 0.401
P -2.85176 -0.37091 0.47723 -1.523 0.138 -0.025 1.158
C -3.42784 -2.11125 0.64190 0.371 -0.318 0.101 -1.283
C -3.67692 0.43280 1.91829 0.237 0.055 0.090 -1.203
H -3.71601 1.18925 -1.18035 -0.234 -0.241 0.102 0.293
H -5.01270 0.09649 -0.56640 0.415 0.032 -0.140 0.428
H -3.80397 -0.50366 -1.75609 -0.079 0.226 0.257 0.397
C -3.96004 0.15659 -0.88893 0.197 0.190 -0.249 -1.225
H -3.68378 1.52324 1.75862 -0.004 -0.361 0.125 0.390
H -4.70768 0.05388 2.02988 0.436 0.206 -0.075 0.419
H -4.38625 -2.17217 1.17929 0.299 0.154 -0.219 0.380
H -2.68619 -2.71885 1.17586 -0.258 -0.097 -0.158 0.477
H -3.10618 0.23984 2.84197 -0.295 0.179 -0.220 0.432
H -3.55515 -2.54457 -0.35957 0.117 0.078 0.302 0.420
Cl 0.08973 1.96961 2.42887 0.160 -0.865 -0.142 -0.467
N -1.02539 -1.72340 3.16321 1.594 0.217 -0.240 -0.013
C 0.31186 -1.58657 3.04854 -1.129 0.342 -0.062 1.004
C 1.11020 -2.08182 4.11650 0.696 -0.313 0.110 -0.663
C 2.48880 -1.96731 4.01576 -0.122 0.251 0.357 -0.574
C 3.04251 -1.36923 2.86768 0.282 -0.707 0.919 -0.525
C 2.18681 -0.96608 1.84637 -2.200 0.458 -0.584 0.939
N 0.84301 -0.99136 1.94866 1.240 -0.307 -0.985 -0.049
H -1.68389 -1.40521 2.45821 0.308 0.036 0.125 -0.426
H -1.37878 -2.15247 4.00499 -0.261 -0.031 0.033 0.233
H 0.58777 -2.57374 4.94107 0.483 0.205 -0.071 0.384
H 3.12614 -2.29485 4.84025 -0.186 0.028 -0.353 0.455
H 4.11839 -1.24969 2.73257 -0.298 -0.103 0.182 0.455
H 2.58982 -0.58239 0.89718 -0.283 -0.145 0.702 -0.616
```
Forces are in eV/Å.

Calculated values
* energy above the lowest of the compared OMol25 structures with the same formula, charge and spin: 0.0 kJ/mol
* energy: -63599.872 eV
* charge: +2

=====

[2]
C13H27Cl2N2OP2Y | wB97M-V/def2-TZVPD

```
48
Properties=species:S:1:pos:R:3:forces:R:3:mulliken_charge:R:1
C 2.83853 -0.56058 -2.53907 0.910 -0.489 -0.894 -0.973
C 1.56401 -0.07384 -1.98455 -1.126 1.868 -0.266 0.631
H 3.04623 -0.12389 -3.54283 -0.069 -0.244 0.654 0.388
H 2.84010 -1.66698 -2.58849 -0.202 0.512 -0.123 0.249
H 3.66756 -0.35532 -1.83257 -0.424 0.238 -0.277 0.223
O 0.77180 0.78327 -2.25551 1.412 -1.547 0.142 -0.407
Cl 2.82197 -2.19482 1.63082 0.044 0.344 -0.719 -0.511
Y 1.17305 -0.83265 0.43284 -0.875 -0.419 1.477 0.755
P -0.53300 -2.38986 -1.45815 -0.793 -1.661 -0.183 0.912
C -1.96058 -2.16610 -2.60138 -0.074 0.584 -0.075 -1.176
C 0.55984 -3.29882 -2.60612 0.309 0.056 0.014 -1.399
H 0.05440 -4.21294 -2.94847 0.213 0.275 0.068 0.427
H -1.52271 -4.62156 -1.14603 0.176 0.418 0.369 0.423
H 1.49632 -3.56268 -2.09860 -0.153 -0.122 -0.190 0.373
H -0.42800 -4.16932 0.22857 -0.418 0.018 -0.218 0.387
H -1.63701 -1.59190 -3.47805 -0.148 -0.085 0.157 0.381
H 0.78543 -2.66299 -3.47107 0.000 -0.205 0.099 0.423
C -1.20904 -3.80869 -0.46345 0.254 0.269 0.181 -1.106
H -2.34621 -3.14297 -2.93440 0.328 0.269 0.193 0.411
H -2.07416 -3.46392 0.13005 0.383 -0.212 -0.180 0.356
H -2.78396 -1.62255 -2.12521 0.136 -0.131 -0.237 0.379
P 1.92407 1.98770 0.83958 1.379 0.623 0.801 1.109
C 1.36713 3.71003 0.56188 -0.538 0.125 -0.251 -1.335
C 2.33574 2.08307 2.64943 -0.169 -0.212 -0.219 -1.207
H 4.10189 1.14370 0.09228 0.035 0.323 0.091 0.330
H 4.21000 2.83608 0.68931 -0.167 -0.253 -0.251 0.410
H 3.50870 2.48761 -0.92886 0.105 -0.099 0.248 0.422
C 3.60622 2.12530 0.10410 -0.012 -0.236 -0.109 -1.320
H 2.99508 1.24171 2.91845 -0.253 0.316 0.022 0.400
H 2.83160 3.04862 2.85045 -0.144 -0.491 -0.028 0.447
H 1.81182 4.38858 1.30368 -0.029 -0.312 -0.209 0.391
H 0.27757 3.79103 0.62484 0.154 0.193 -0.133 0.494
H 1.41261 2.00562 3.24647 0.403 -0.011 -0.049 0.409
H 1.67729 4.03323 -0.43821 -0.195 -0.070 0.170 0.423
Cl -0.37184 -1.03988 2.38925 0.109 0.073 -0.236 -0.500
N -1.30768 2.29905 2.24166 -1.078 -0.720 -1.024 -0.058
C -2.30475 1.54331 1.72424 1.230 0.754 -0.021 0.862
C -3.58142 1.49415 2.34752 0.046 0.093 0.718 -0.643
C -4.47679 0.53344 1.93418 -0.624 0.477 -0.076 -0.531
C -4.10978 -0.31929 0.89376 -0.552 -0.320 0.821 -0.561
C -2.83179 -0.18803 0.35419 1.737 0.304 -0.864 0.858
N -1.98813 0.78553 0.64542 0.029 -0.954 0.097 -0.119
H -0.36667 2.22151 1.85224 -0.605 -0.061 0.101 -0.429
H -1.47395 2.98835 2.95730 -0.068 -0.054 0.273 0.252
H -3.72164 2.15316 3.20735 -0.386 -0.267 -0.283 0.393
H -5.46902 0.47935 2.37957 0.291 -0.082 -0.013 0.461
H -4.74093 -1.13561 0.54982 -0.040 0.275 0.120 0.461
H -2.43991 -0.95822 -0.33821 -0.540 0.846 0.309 -0.561
```
Forces are in eV/Å.

Calculated values
* energy above the lowest of the compared OMol25 structures with the same formula, charge and spin: 46.8 kJ/mol
* energy: -63599.387 eV
* charge: +2

=====

[3]
C13H27F2N3O | wB97M-V/def2-TZVPD

```
46
Properties=species:S:1:pos:R:3:forces:R:3:mulliken_charge:R:1
C 2.78232 0.57754 -0.18312 0.726 0.870 -1.239 -0.570
N 1.70387 0.99734 0.81072 -1.778 2.707 -0.591 0.076
C 0.85489 2.09130 0.59495 0.946 -1.605 1.144 -0.198
N -0.19046 2.33721 1.66070 1.515 -0.195 -2.821 -0.351
C -1.56032 2.62055 1.03309 -1.236 0.048 -0.498 -0.409
C -1.58366 2.43907 -0.60293 0.162 1.336 0.300 -0.489
C -0.31797 3.17948 -1.34369 -2.085 0.261 -1.123 -0.645
N 1.00891 2.89162 -0.67822 -0.369 -0.398 2.617 0.161
C 1.87395 4.11651 -0.51436 0.995 0.141 -0.605 -0.514
C 1.55445 5.03618 0.80253 -3.723 7.369 0.551 0.560
O 0.84750 6.19522 0.71206 5.230 -8.807 0.765 -0.463
F 2.05734 4.70691 2.17619 -1.245 0.247 -4.107 -0.269
H 3.63133 -0.08377 0.28897 -2.154 1.241 -0.634 0.344
H 3.30464 1.58527 -0.53919 -1.148 -2.387 0.608 0.140
H 2.27014 0.04703 -1.11721 1.093 1.117 2.192 0.268
H 1.57979 0.42713 1.69842 -0.169 1.173 -1.549 0.367
H 0.07803 3.09226 2.32710 0.142 -0.869 -0.849 0.338
H -1.87873 3.69241 1.39102 0.483 -2.040 -0.839 0.324
H -2.31795 1.81705 1.46359 1.626 1.781 -0.798 0.264
H -2.57709 2.97761 -0.98473 2.228 -1.295 0.786 0.361
H -1.60684 1.32221 -0.95360 -0.229 0.833 0.204 0.250
H -0.26280 2.75161 -2.45263 -0.071 0.825 2.443 0.264
H -0.50989 4.34300 -1.43706 0.573 -2.280 0.466 0.384
H 1.66755 4.81062 -1.46215 0.295 -1.456 2.420 0.428
H 3.00986 3.80250 -0.60495 -2.239 0.787 0.755 0.298
C -1.67885 -2.20112 1.88449 -0.057 -0.048 0.266 -1.034
C -0.31586 -2.58487 1.33044 -0.007 -0.016 -0.254 -0.490
C -0.17863 -2.32686 -0.17257 0.124 0.078 -0.001 0.229
C -1.13520 -3.12460 -1.06597 -0.172 0.029 0.005 -0.845
C -1.05326 -4.64606 -0.91968 0.012 0.137 -0.052 -0.461
C 0.30483 -5.21532 -1.30155 -0.001 -0.263 0.041 -1.164
H -2.47915 -2.79769 1.43814 0.077 0.130 0.004 0.294
H -1.70489 -2.36908 2.96617 -0.078 0.030 -0.069 0.412
H -1.89095 -1.14338 1.70143 -0.052 -0.103 -0.089 0.090
H -0.10756 -3.63520 1.55954 0.034 0.036 0.022 0.315
H 0.44991 -1.99876 1.85294 0.085 -0.041 0.075 0.269
H 0.85599 -2.53415 -0.47074 0.055 -0.100 0.002 0.297
H -0.33756 -1.25843 -0.36524 -0.245 -0.105 -0.182 -0.181
H -0.93417 -2.85770 -2.11120 -0.108 0.087 0.205 0.410
H -2.16593 -2.80915 -0.86940 0.202 0.134 -0.112 0.304
H -1.81437 -5.09861 -1.56683 0.035 0.072 0.107 0.375
H -1.30290 -4.94778 0.10369 -0.006 -0.001 -0.024 0.233
H 0.55660 -4.96073 -2.33626 0.018 0.015 0.108 0.280
H 0.29209 -6.30676 -1.21660 0.113 0.085 -0.044 0.382
H 1.09813 -4.84142 -0.64917 -0.005 -0.009 -0.063 0.263
F -1.87709 -0.11622 -1.87709 0.405 0.447 0.455 -0.896
```
Forces are in eV/Å.

Calculated values
* energy: -25864.518 eV

=====

[4]
C13H27FN5O9 | wB97M-V/def2-TZVPD

```
55
Properties=species:S:1:pos:R:3:forces:R:3:mulliken_charge:R:1
N -0.42440 -0.65509 5.62785 -0.172 -0.255 -0.376 -0.545
C -1.58110 -1.03382 4.83159 0.074 0.477 0.603 -0.572
C -2.31348 0.16010 4.15458 0.321 -0.623 -0.298 -0.733
N -2.75163 -0.10321 2.78528 -0.110 0.026 -0.064 -0.092
C -1.95343 -0.13966 1.73846 -0.036 -0.007 0.299 0.522
N -2.34296 -0.34704 0.46446 0.044 0.036 0.088 -0.547
C -1.24080 -0.30787 -0.25153 -0.253 -0.083 -0.197 -0.025
N -0.19256 -0.09588 0.52025 0.190 0.017 -0.075 0.137
F 1.08633 0.00897 0.18771 0.033 0.045 0.289 -0.111
N -0.60671 0.03123 1.81107 -0.514 -0.057 0.133 0.035
H 0.32390 -0.25751 5.07871 0.125 0.119 0.145 0.205
H -0.68055 -0.02909 6.37612 0.148 0.099 0.092 0.234
H -1.30894 -1.81196 4.12429 0.063 -0.019 -0.230 0.398
H -2.27695 -1.47367 5.53532 -0.211 -0.329 -0.061 0.396
H -3.20518 0.37628 4.72294 -0.164 0.366 0.076 0.362
H -1.65402 1.02765 4.14528 -0.044 0.212 0.084 0.392
H -3.73074 -0.22538 2.58473 -0.110 -0.055 -0.039 0.249
H -1.16554 -0.42909 -1.31684 0.089 -0.015 -0.161 0.456
H -0.01601 0.18523 2.61202 0.361 0.006 -0.169 0.235
C 3.39500 0.24630 -1.80889 0.070 -0.201 0.115 -0.724
O 3.83013 0.50834 -3.13699 0.014 0.087 -0.015 -0.269
C 3.94214 1.81663 -3.41857 0.085 0.057 -0.182 0.701
O 3.69856 2.70636 -2.64997 -0.074 0.075 0.120 -0.573
O 4.35596 1.95113 -4.67564 -0.109 0.060 0.394 -0.262
C 4.50965 3.31403 -5.09546 0.103 0.195 -0.276 -0.706
H 3.33987 -0.83472 -1.70349 0.062 -0.012 -0.151 0.309
H 4.10642 0.64137 -1.08543 -0.065 0.091 0.013 0.338
H 2.41154 0.67799 -1.64452 0.017 0.164 0.006 0.229
H 5.25414 3.81995 -4.48522 -0.069 -0.001 0.083 0.299
H 3.55819 3.83880 -5.04720 0.005 -0.002 0.107 0.309
H 4.85034 3.27735 -6.12531 -0.005 -0.147 0.006 0.235
C 4.69959 -0.88684 -5.78109 -0.064 -0.276 0.104 -0.586
O 4.97849 -0.35401 -7.07745 -0.053 0.085 0.056 -0.237
C 5.62210 -1.19245 -7.88908 -0.020 0.102 -0.032 0.743
O 5.96510 -2.31185 -7.61818 0.024 -0.101 0.027 -0.537
O 5.81909 -0.57376 -9.05182 -0.007 0.048 -0.029 -0.320
C 6.50606 -1.36218 -10.02673 0.092 -0.026 -0.212 -0.628
H 4.18795 -0.12355 -5.22233 -0.021 0.054 -0.285 0.206
H 4.06044 -1.76656 -5.85717 0.148 -0.095 -0.066 0.347
H 5.62339 -1.13789 -5.26145 0.017 -0.116 -0.076 0.317
H 5.93605 -2.25715 -10.26771 0.035 -0.047 0.081 0.294
H 7.49793 -1.63375 -9.67128 -0.037 -0.076 0.053 0.293
H 6.59799 -0.74338 -10.91430 -0.063 0.095 0.065 0.221
C -7.90672 1.43947 5.09437 -0.052 0.129 -0.147 -0.606
O -8.17122 0.82283 6.35324 0.005 0.036 -0.016 -0.302
C -7.38413 -0.20695 6.64857 -0.153 -0.001 0.102 0.831
O -6.49446 -0.63976 5.95719 0.184 0.044 -0.118 -0.562
O -7.74877 -0.67900 7.83265 0.009 -0.010 0.033 -0.313
C -6.99348 -1.80399 8.28938 0.038 -0.168 0.148 -0.619
H -8.61910 2.25225 4.99363 -0.045 -0.029 0.110 0.229
H -6.89540 1.84292 5.06925 0.031 -0.070 -0.014 0.262
H -8.05159 0.73075 4.28092 0.077 -0.037 0.014 0.284
H -5.94337 -1.54102 8.40171 0.013 -0.005 -0.086 0.282
H -7.10154 -2.64239 7.60437 0.059 0.038 -0.060 0.292
H -7.40153 -2.07542 9.25774 -0.085 0.100 -0.012 0.224
```
Forces are in eV/Å.

Calculated values
* energy: -42504.579 eV
* charge: +1